#A
Computed, not measured: a cluster of 2 separate species, CH2Cl2NO2S in total, with the ωB97M-V functional and the def2-TZVPD basis.

The geometry in XYZ format:
```
9
CH2Cl2NO2S | OMol25 | the ωB97M-V functional and the def2-TZVPD basis
C 3.7704 -0.1306 -0.4555
N 1.0909 -0.8012 1.1465
O -0.2218 -1.6363 -0.9723
O 3.0337 -1.0203 -0.8676
S 0.9390 -2.0193 -0.1194
Cl 4.6130 -0.1874 1.1231
Cl 3.3138 1.6716 -0.7713
H 1.7913 -0.1960 0.7607
H 1.6472 -1.3378 1.8012
```

Calculated values
* LUMO (spin up / spin down): 3.284 / 3.347 eV
* net charge: -1
* HOMO-LUMO gap (spin up / spin down): 5.6 / 7.4 eV
* HOMO level (spin up / spin down): -0.0847 / -0.1472 Ha

=====

#B
Computed, not measured: a cluster of 2 separate species, CH2Cl2NO2S in total, with the ωB97M-V functional and the def2-TZVPD basis.

The geometry in XYZ format:
```
9
CH2Cl2NO2S | OMol25 | the ωB97M-V functional and the def2-TZVPD basis
C -0.9601 0.2297 -0.8784
N 1.9910 -0.1806 0.8095
O 4.2493 -0.3678 -0.4831
O 2.5392 1.1068 -1.4532
S 2.9092 0.2002 -0.2858
Cl -1.5140 1.5464 0.1504
Cl -2.0916 -1.0558 -0.7755
H 0.0887 -0.0204 -0.4934
H -0.9711 0.7843 -1.8533
```

Calculated values
* LUMO: 3.192 eV
* net charge: -1
* HOMO-LUMO gap: 7.8 eV
* HOMO level: -0.1686 Ha

=====

Which of them is the most stable, and which is the least stable? #B and #A, in that order.

=====

#A
Computed, not measured: a structure of composition C2H5O3PS, with the ωB97M-V functional and the def2-TZVPD basis.

The geometry in XYZ format:
```
12
C2H5O3PS | OMol25 | the ωB97M-V functional and the def2-TZVPD basis
C 0.9191 -0.5950 1.3424
C -1.1528 -0.6517 -0.1474
O -0.8425 1.8229 -0.8080
O -0.7884 0.1492 -2.6279
O 1.1130 0.3424 -1.0824
P 1.7189 0.6797 0.3986
S -0.5263 0.5086 -1.2766
H 0.6540 -0.4250 2.3755
H 1.1331 -1.6262 1.0941
H -1.1651 -1.6661 -0.4858
H -1.9162 -0.2859 0.5053
H 0.8532 1.7472 0.7122
```

Calculated values
* LUMO (spin up / spin down): -1.225 / -1.406 eV
* HOMO-LUMO gap (spin up / spin down): 8.3 / 7.6 eV
* HOMO level (spin up / spin down): -0.3488 / -0.3324 Ha

=====

#B
Computed, not measured: a structure of composition C2H5O3PS, with the ωB97M-V functional and the def2-TZVPD basis.

The geometry in XYZ format:
```
12
C2H5O3PS | OMol25 | the ωB97M-V functional and the def2-TZVPD basis
C -1.1269 0.2544 0.6513
C -0.3936 -0.8605 -0.1649
O 2.0911 -0.7576 -1.1151
O 1.8861 -0.7109 1.2276
O 1.1636 1.3596 -0.1313
P -0.3660 1.9296 -0.0201
S 1.2908 -0.3667 -0.0066
H -2.1722 0.0524 0.5580
H -0.8574 0.2548 1.7165
H -0.4639 -1.8980 -0.0035
H -0.4189 -0.8525 -1.3143
H -0.6326 1.5954 -1.3976
```

Calculated values
* LUMO: 0.559 eV
* HOMO-LUMO gap: 10.7 eV
* HOMO level: -0.3712 Ha

=====

Which of them is the most stable, and which is the least stable? #B and #A, in that order.

=====

#A
Computed, not measured: the molecule CHN3O, with the ωB97M-V functional and the def2-TZVPD basis.

The geometry in XYZ format:
```
6
CHN3O | OMol25 | the ωB97M-V functional and the def2-TZVPD basis
C 0.2882 -0.5983 -0.8214
N 1.0837 -0.2746 0.1115
N 0.3334 0.4054 1.0379
N -0.7486 0.4954 0.6163
O -0.9045 0.0215 -0.6937
H 0.8269 -0.9658 -1.8827
```

Calculated values
* LUMO: 0.474 eV
* HOMO-LUMO gap: 12.1 eV
* SMILES: c1nnno1
* HOMO level: -0.4271 Ha

=====

#B
Computed, not measured: the molecule CHN3O, with the ωB97M-V functional and the def2-TZVPD basis.

The geometry in XYZ format:
```
6
CHN3O | OMol25 | the ωB97M-V functional and the def2-TZVPD basis
C 0.6916 0.0323 0.2507
N -0.0685 -1.1037 -0.0090
N -1.1812 -0.8014 -0.4177
O -1.1643 0.7614 -0.4339
N 0.0154 1.1084 -0.0105
H 1.7070 0.0030 0.6204
```

Calculated values
* LUMO: -0.010 eV
* HOMO-LUMO gap: 11.5 eV
* SMILES: c1nnon1
* HOMO level: -0.4222 Ha

=====

Which of them is the most stable, and which is the least stable? #B and #A, in that order.

=====

#A
Computed, not measured: a structure of composition C5H7Cl, with the ωB97M-V functional and the def2-TZVPD basis.

The geometry in XYZ format:
```
13
C5H7Cl | OMol25 | the ωB97M-V functional and the def2-TZVPD basis
C 0.0258 0.5580 -0.2553
C 1.1462 -0.0479 0.3497
C 2.2975 -0.6104 -0.1994
C -1.3402 0.1965 0.4065
C -2.3454 -0.3325 -0.2062
H -0.1710 0.5332 -1.4050
H 1.1812 0.1706 1.4697
H 3.0309 -0.8090 0.5135
H 2.7106 -0.9785 -1.3372
H -0.9452 -0.0800 1.6778
H -2.6646 -0.0676 -1.4062
H -3.1451 -0.9463 0.4025
Cl 0.2195 2.4139 -0.0104
```

Calculated values
* LUMO: 0.410 eV
* HOMO-LUMO gap: 10.3 eV
* HOMO level: -0.3627 Ha

=====

#B
Computed, not measured: the molecule C5H7Cl, with the ωB97M-V functional and the def2-TZVPD basis.

The geometry in XYZ format:
```
13
C5H7Cl | OMol25 | the ωB97M-V functional and the def2-TZVPD basis
C 0.8611 -0.1228 -2.0433
C -0.1925 -0.0787 -1.2429
C -0.9068 -0.0242 -0.0615
C -2.4313 -0.3974 -0.4541
C 0.0095 -0.6923 0.9331
Cl 1.4067 0.6104 1.1015
H 1.1864 -0.1957 -3.0288
H -0.9143 1.0135 0.3176
H -2.4940 -1.3694 -0.7066
H -3.1636 -0.1245 0.3663
H -2.6723 0.5165 -1.1625
H 0.6281 -1.5181 0.8119
H -0.5238 -0.8061 1.8880
```

Calculated values
* LUMO: 0.634 eV
* HOMO-LUMO gap: 10.0 eV
* SMILES: C#C[C@@H](C)CCl
* HOMO level: -0.3446 Ha

=====

#C
Computed, not measured: the molecule C5H7Cl, with the ωB97M-V functional and the def2-TZVPD basis.

The geometry in XYZ format:
```
13
C5H7Cl | OMol25 | the ωB97M-V functional and the def2-TZVPD basis
C 1.5831 -0.5000 0.5400
C 0.5379 0.0880 -0.0300
C -0.1980 1.6462 0.7529
C -0.5176 -0.3148 -0.9456
C -0.7779 -1.6062 -1.0037
Cl -1.5604 0.7344 -1.8167
H 1.8744 -0.0329 1.4642
H 1.8740 -1.5241 0.4173
H -0.3796 1.5313 1.8147
H -1.1432 1.9255 0.3360
H 0.5914 2.2454 0.4361
H -1.6880 -1.9781 -1.4960
H -0.1960 -2.2148 -0.4691
```

Calculated values
* LUMO: 0.659 eV
* HOMO-LUMO gap: 9.8 eV
* SMILES: C=C(C)C(=C)Cl
* HOMO level: -0.3350 Ha

=====

Which of them is the most stable, and which is the least stable? #C and #A, in that order.

=====

#A
Computed, not measured: the molecule C15H22N2O4, with the ωB97M-V functional and the def2-TZVPD basis.

The geometry in XYZ format:
```
43
C15H22N2O4 | OMol25 | the ωB97M-V functional and the def2-TZVPD basis
C 2.1427 2.8665 -0.8712
C 0.6162 2.5226 -0.6617
C -0.0997 3.8417 -1.0234
C 0.3653 2.0405 0.7499
C -1.1612 1.8012 1.0723
N -1.1819 1.1390 2.3466
C -1.7993 0.8601 0.0637
O -2.5479 1.2277 -0.8489
N -1.6449 -0.5042 0.3490
C -1.9918 -1.6873 -0.4130
C -1.1997 -2.9284 0.1098
C 0.3200 -2.7005 0.0405
C 1.0750 -2.6311 1.1645
C 2.4474 -2.2664 1.1114
C 3.0405 -2.1566 -0.1394
O 4.3452 -1.7644 -0.3197
C 2.3034 -2.3483 -1.3149
C 0.9611 -2.6095 -1.2225
C -3.5069 -2.0096 -0.4718
O -3.9232 -3.1261 -0.3087
O -4.3188 -1.0769 -0.7499
H 2.7849 1.9946 -0.8818
H 2.2863 3.3087 -1.8678
H 2.4729 3.5702 -0.1178
H 0.2900 1.7986 -1.4190
H 0.1866 4.6988 -0.3106
H 0.1165 4.1858 -2.0342
H -1.2307 3.7889 -1.0699
H 0.8338 1.0855 0.9310
H 0.7933 2.8448 1.4614
H -1.7377 2.7478 0.9814
H -0.4941 1.4434 2.9862
H -2.0811 1.1902 2.7895
H -1.3185 -0.6894 1.2828
H -1.7323 -1.5560 -1.5064
H -1.5744 -3.1751 1.1560
H -1.4409 -3.7946 -0.5224
H 0.5872 -2.7587 2.1705
H 2.9503 -2.1654 2.0446
H 4.7719 -1.7533 0.5909
H 2.8686 -2.2201 -2.2282
H 0.3309 -2.8226 -2.0945
H -3.9052 -0.2124 -1.0041
```

Calculated values
* LUMO: 0.540 eV
* HOMO-LUMO gap: 9.3 eV
* SMILES: CC(C)C[C@H](N)C(=O)N[C@@H](Cc1ccc(O)cc1)C(=O)O
* HOMO level: -0.3212 Ha

=====

#B
Computed, not measured: the molecule C15H22N2O4, with the ωB97M-V functional and the def2-TZVPD basis.

The geometry in XYZ format:
```
43
C15H22N2O4 | OMol25 | the ωB97M-V functional and the def2-TZVPD basis
O 1.6761 -2.8960 -1.6269
C 2.3343 -1.9765 -1.1888
C 1.9120 -1.2851 0.1053
C 2.3815 -2.1106 1.3048
O 3.7888 -2.2224 1.2301
N 0.4678 -1.2237 0.0873
C -0.2167 -0.3178 0.8256
O 0.3407 0.4897 1.5530
C -1.7159 -0.3353 0.6586
C -2.3457 0.8813 -0.0802
C -3.4481 0.8581 0.9733
C -2.5679 0.0351 1.8985
C -4.8973 0.7215 0.6247
C -4.3517 2.0422 1.1855
C -4.5571 2.3770 2.6696
C -3.7772 3.3090 1.7974
N 3.3893 -1.4807 -1.9533
C 2.9697 -0.8862 -3.2375
C 4.2360 -0.1529 -3.6267
C 4.6671 0.4198 -2.2787
O 4.0699 -0.4149 -1.2754
H 2.3254 -0.2826 0.1612
H 2.0557 -1.5973 2.2130
H 1.8968 -3.0914 1.2395
H 4.1129 -2.6947 2.0009
H -0.0197 -1.8993 -0.4791
H -2.0643 -1.2696 0.2136
H -1.7031 1.7543 0.0662
H -2.6031 0.7689 -1.1315
H -2.9900 -0.7815 2.4820
H -1.9666 0.6883 2.5389
H -5.3230 0.6765 -0.3714
H -5.4666 0.1995 1.3841
H -5.5806 2.6833 2.8531
H -4.0881 1.7707 3.4345
H -2.7036 3.2163 1.9245
H -4.1076 4.2854 1.4668
H 2.6703 -1.6763 -3.9187
H 2.1340 -0.1940 -3.0846
H 4.9703 -0.8655 -3.9985
H 4.0660 0.6248 -4.3684
H 5.7479 0.4222 -2.1388
H 4.2814 1.4306 -2.1333
```

Calculated values
* LUMO: 0.734 eV
* HOMO-LUMO gap: 9.8 eV
* SMILES: O=C([C@H](CO)NC(=O)[C@H]1C[C@@]2(C1)C[C@]21CC1)N1CCCO1
* HOMO level: -0.3315 Ha

=====

#C
Computed, not measured: the molecule C15H22N2O4, with the ωB97M-V functional and the def2-TZVPD basis.

The geometry in XYZ format:
```
43
C15H22N2O4 | OMol25 | the ωB97M-V functional and the def2-TZVPD basis
C -5.9918 -1.5077 -0.3835
O -4.9434 -0.7446 0.2017
C -3.7419 -0.8723 -0.3552
O -3.5117 -1.5901 -1.2966
C -2.6856 -0.0192 0.3260
N -1.3847 -0.4817 -0.1059
C -0.4691 -0.8908 0.8347
O -0.5882 -0.6395 2.0169
N 0.5796 -1.5943 0.3152
C 1.7752 -1.8349 1.1004
C 2.8632 -0.8465 0.7669
C 2.6855 0.4994 1.0756
C 3.6610 1.4151 0.7385
C 4.8224 1.0157 0.0944
C 5.0068 -0.3253 -0.2178
O 6.1005 -0.8399 -0.8489
C 7.1415 0.0345 -1.2084
C 4.0158 -1.2487 0.1193
C -2.8614 1.4885 0.0165
C -3.0712 1.7269 -1.4766
C -3.9939 2.0958 0.8364
H -6.1432 -1.2106 -1.4232
H -6.8815 -1.3040 0.2062
H -5.7464 -2.5708 -0.3548
H -2.7466 -0.1594 1.4123
H -1.3961 -0.9516 -1.0015
H 0.6943 -1.6105 -0.6861
H 1.4733 -1.7295 2.1459
H 2.1162 -2.8586 0.9218
H 1.7851 0.8127 1.5811
H 3.5266 2.4593 0.9795
H 5.5682 1.7543 -0.1536
H 6.8019 0.7939 -1.9205
H 7.8993 -0.5880 -1.6819
H 7.5749 0.5266 -0.3316
H 4.1798 -2.2853 -0.1331
H -1.9201 1.9603 0.3171
H -2.2775 1.2613 -2.0553
H -4.0239 1.3150 -1.8035
H -3.0712 2.7936 -1.6892
H -3.8031 1.9716 1.8992
H -4.9416 1.6201 0.5991
H -4.0771 3.1590 0.6229
```

Calculated values
* LUMO: 0.791 eV
* HOMO-LUMO gap: 9.3 eV
* SMILES: COC(=O)[C@@H](NC(=O)NCc1cccc(OC)c1)C(C)C
* HOMO level: -0.3120 Ha

=====

#D
Computed, not measured: the molecule C15H22N2O4, with the ωB97M-V functional and the def2-TZVPD basis.

The geometry in XYZ format:
```
43
C15H22N2O4 | OMol25 | the ωB97M-V functional and the def2-TZVPD basis
O 1.4660 -2.7295 -1.8462
C 2.1581 -1.9705 -1.2155
C 2.0341 -1.9078 0.3150
C 2.6081 -3.1776 0.9227
O 3.9572 -3.2759 0.5082
N 0.6302 -1.8159 0.6550
C 0.0088 -0.6080 0.7881
O 0.6217 0.4461 0.7898
C -1.4904 -0.6582 0.9287
C -2.2802 0.1344 -0.1530
C -3.1067 0.7512 0.9707
C -2.1020 0.2687 2.0121
C -4.6152 0.6784 1.0963
C -3.9084 1.9767 0.9594
C -3.8759 3.2841 1.6441
C -3.9983 3.1929 0.1274
N 2.9521 -1.0246 -1.9017
C 2.1824 0.1817 -2.3000
C 3.2933 1.2059 -2.5325
C 4.4677 0.6040 -1.7432
O 3.9136 -0.4693 -0.9930
H 2.5420 -1.0306 0.7031
H 2.5190 -3.1219 2.0120
H 2.0208 -4.0315 0.5634
H 4.2768 -4.1648 0.6831
H 0.0559 -2.6068 0.4084
H -1.8511 -1.6830 1.0203
H -1.6398 0.8704 -0.6420
H -2.8067 -0.4556 -0.9022
H -2.4948 -0.2190 2.9034
H -1.3940 1.0491 2.2936
H -5.1710 0.3049 0.2438
H -5.0254 0.4171 2.0650
H -4.7514 3.5980 2.1975
H -2.9311 3.6252 2.0484
H -3.1335 3.4749 -0.4602
H -4.9536 3.4474 -0.3131
H 1.6005 -0.0489 -3.1886
H 1.5264 0.4986 -1.4849
H 3.5406 1.2972 -3.5886
H 3.0011 2.1847 -2.1574
H 5.2403 0.2223 -2.4151
H 4.9129 1.2858 -1.0223
```

Calculated values
* LUMO: 0.748 eV
* HOMO-LUMO gap: 9.7 eV
* SMILES: O=C([C@H](CO)NC(=O)[C@H]1C[C@@]2(C1)C[C@]21CC1)N1CCCO1
* HOMO level: -0.3292 Ha

=====

Which of them is the most stable, and which is the least stable? #C and #B, in that order.

=====

#A
Computed, not measured: a structure of composition C3H6S2, with the ωB97M-V functional and the def2-TZVPD basis.

The geometry in XYZ format:
```
11
C3H6S2 | OMol25 | the ωB97M-V functional and the def2-TZVPD basis
C -0.5259 -0.3907 -0.0545
C 0.5489 -0.3540 -1.0031
C 0.3662 -0.0615 1.2007
H -2.7339 0.3866 0.3045
H -1.0020 -1.3646 -0.0632
H 0.4228 -1.1030 -1.9149
H 0.8403 0.5911 -1.5645
H 0.3625 0.9020 1.6550
H 0.0768 -0.7213 1.9904
S -1.8157 0.8714 -0.4437
S 1.7969 -0.4872 0.3646
```

Calculated values
* LUMO: 0.803 eV
* HOMO-LUMO gap: 9.5 eV
* HOMO level: -0.3194 Ha

=====

#B
Computed, not measured: the molecule C3H6S2, with the ωB97M-V functional and the def2-TZVPD basis.

The geometry in XYZ format:
```
11
C3H6S2 | OMol25 | the ωB97M-V functional and the def2-TZVPD basis
S -0.7662 1.0937 -1.2076
C -0.8423 -0.5905 -0.5526
C -1.0915 -0.7297 0.8836
C 0.2595 -1.0198 0.3509
S 1.6370 0.0215 0.7789
H -2.0538 1.3047 -1.2407
H -1.2752 -1.3418 -1.1910
H -1.0590 0.1386 1.4970
H -1.6829 -1.5553 1.2643
H 0.5156 -2.0797 0.3313
H 1.6684 -0.2692 2.1075
```

Calculated values
* LUMO: 0.879 eV
* HOMO-LUMO gap: 9.6 eV
* SMILES: S[C@@H]1C[C@@H]1S
* HOMO level: -0.3190 Ha

=====

Which of them is the most stable, and which is the least stable? #B and #A, in that order.